1.
C58H50N2O5S2SeSn as an isolated structure. Source: OMol25; level of theory: ωB97M-V/def2-TZVPD.

```
119
Properties=species:S:1:pos:R:3:mulliken_charge:R:1
Sn -1.4396 -1.3844 0.6630 0.9285
O -6.1317 -1.3830 7.8082 -0.4712
C -6.1463 -1.1403 6.4772 0.6297
O -7.1888 -0.9633 5.9153 -0.5412
C -4.8248 -1.1175 5.7773 0.9005
C -4.8256 -1.2951 4.3957 -0.9957
C -3.6432 -1.2856 3.6865 0.3993
C -2.4260 -1.0613 4.3321 -0.0016
C -2.4251 -0.8911 5.7168 -0.3461
C -3.6120 -0.9205 6.4282 -1.1635
N -1.2376 -1.0893 3.5795 0.0011
C -0.2812 -0.3151 3.8933 -0.4989
C 1.0224 -0.3614 3.2149 0.4233
C 2.0861 0.3729 3.7333 -0.7320
C 3.3159 0.3057 3.1031 -0.4650
C 3.4338 -0.4691 1.9601 -0.7513
C 2.3161 -1.1554 1.5062 -0.1603
N 1.1383 -1.1159 2.1158 0.0672
H -5.2397 -1.5927 8.1059 0.2967
H -5.7723 -1.4490 3.8959 0.4639
H -3.6573 -1.4311 2.6132 -0.1540
H -1.4862 -0.7682 6.2405 0.5435
H -3.5669 -0.7596 7.4997 0.2171
H -0.4013 0.4611 4.6554 0.5038
H 1.9390 0.9801 4.6179 0.4191
H 4.1646 0.8534 3.4906 0.4516
H 4.3738 -0.5462 1.4301 0.4411
H 2.3605 -1.7812 0.6200 0.3810
C -1.1357 -1.4250 -7.8107 -1.5718
C -1.0232 -1.0985 -6.3466 1.1404
C -0.8385 -2.0993 -5.4007 -0.9198
C -0.7191 -1.7962 -4.0501 -0.2239
C -0.7765 -0.4712 -3.6616 -0.2363
C -0.9936 0.5487 -4.5775 -0.5918
C -1.1095 0.2277 -5.9159 -0.9695
S -0.6206 -0.0417 -1.9348 0.7850
O -1.5547 1.0751 -1.6568 -0.5253
C 1.0770 0.5837 -2.0274 1.5073
C 2.0258 -0.4529 -2.1995 -0.8457
C 3.3508 -0.1656 -2.2771 -1.3484
C 3.7984 1.1756 -2.1835 1.2653
C 5.1768 1.4949 -2.2400 -1.0359
C 5.6007 2.7878 -2.1355 -0.7282
C 4.6599 3.8255 -1.9671 -0.8431
C 3.3243 3.5472 -1.9056 -0.6329
C 2.8516 2.2141 -2.0153 0.5871
C 1.4560 1.8991 -1.9169 -1.3424
C 0.4966 3.0231 -1.6692 0.1993
C 0.1286 3.8799 -2.7516 1.2807
C 0.5923 3.6614 -4.0758 -0.8389
C 0.1978 4.4738 -5.0993 -0.7847
C -0.6768 5.5552 -4.8566 -0.7712
C -1.1414 5.7879 -3.5956 -0.9153
C -0.7602 4.9561 -2.5140 0.6081
C -1.2680 5.1637 -1.2082 -1.2664
C -0.9066 4.3409 -0.1867 -1.2476
C -0.0114 3.2827 -0.4260 0.4572
S 0.3979 2.2153 0.9649 2.0970
O -0.7609 2.2286 1.8986 -0.7669
C 1.6037 3.3427 1.6850 -0.0727
C 1.2219 4.1343 2.7520 -0.9548
C 2.1563 4.9739 3.3447 -0.9562
C 3.4686 5.0235 2.8873 0.9652
C 4.4992 5.8856 3.5649 -1.5245
C 3.8278 4.2165 1.8078 -0.9708
C 2.9087 3.3679 1.2150 -0.3362
H -1.1472 -2.5013 -7.9748 0.3521
H -0.2925 -1.0066 -8.3635 0.3255
H -2.0472 -1.0022 -8.2352 0.3549
H -0.8061 -3.1347 -5.7172 0.3366
H -0.6059 -2.5775 -3.3076 0.2192
H -1.0889 1.5723 -4.2358 0.6850
H -1.2779 1.0161 -6.6407 0.4342
H 1.6749 -1.4776 -2.2747 0.4930
H 4.0805 -0.9544 -2.4159 0.4342
H 5.8905 0.6891 -2.3644 0.4692
H 6.6561 3.0224 -2.1836 0.4086
H 5.0006 4.8492 -1.8812 0.4897
H 2.6126 4.3490 -1.7600 0.5590
H 1.2555 2.8287 -4.2717 0.5478
H 0.5529 4.2871 -6.1046 0.4794
H -0.9780 6.1951 -5.6758 0.4017
H -1.8192 6.6106 -3.4017 0.4545
H -1.9557 5.9824 -1.0341 0.3764
H -1.3067 4.4649 0.8117 0.6145
H 0.2022 4.0772 3.1129 0.5484
H 1.8561 5.5996 4.1770 0.3388
H 4.0410 6.5683 4.2789 0.3582
H 5.0623 6.4731 2.8387 0.3605
H 5.2158 5.2647 4.1064 0.3012
H 4.8447 4.2453 1.4321 0.4775
H 3.2062 2.7292 0.3913 0.8402
C -4.4167 -0.3871 -0.5406 -1.3004
C -3.2958 -1.3584 -0.8415 1.0677
O -3.2553 -1.9432 -1.9043 -0.5322
H -5.2793 -0.5650 -1.1855 0.3879
H -4.0119 0.6103 -0.7406 0.1522
H -4.7016 -0.4208 0.5132 0.2070
C -1.3304 -9.1373 1.4513 -1.5176
C -1.0365 -7.7248 1.0197 0.6150
C 0.2079 -7.3644 0.5267 -1.0287
C 0.4870 -6.0693 0.0989 0.5634
C 1.8629 -5.7409 -0.4117 -1.6418
C -0.5275 -5.1080 0.1538 0.8047
Se -0.1458 -3.3599 -0.5575 0.0395
C -1.7838 -5.4385 0.6744 0.9549
C -2.8798 -4.4207 0.8011 -1.0541
C -2.0138 -6.7412 1.0992 -1.0274
H -0.4573 -9.7760 1.3224 0.3470
H -2.1481 -9.5589 0.8639 0.3315
H -1.6283 -9.1750 2.5007 0.3300
H 0.9919 -8.1129 0.4733 0.2826
H 2.5418 -6.5775 -0.2489 0.3936
H 2.2590 -4.8577 0.0921 0.2229
H 1.8406 -5.5134 -1.4800 0.3157
H -2.9889 -3.8475 -0.1194 0.1035
H -2.6598 -3.7244 1.6243 0.0933
H -3.8329 -4.8986 1.0256 0.3869
H -2.9927 -6.9977 1.4922 0.3845
```

HOMO-LUMO gap = 5.7372 eV
Energy relative to the best compared isomer or geometry (same formula, charge and spin) = 13.8 kcal/mol
HOMO level = -6.234 eV

2.
A 3-piece molecular cluster, C58H51F17N3O6 overall. Source: OMol25; level of theory: ωB97M-V/def2-TZVPD.

```
135
Properties=species:S:1:pos:R:3:mulliken_charge:R:1
C 13.6941 -2.0617 -1.1470 -0.5134
C 13.1022 -1.4080 -2.1771 -0.3423
C 12.6490 -0.0112 -2.0446 0.7367
O 12.4946 0.5458 -0.9882 -0.5527
O 12.5198 0.6392 -3.2403 -0.4028
C 11.1983 1.1564 -3.4690 -0.7102
C 10.2044 0.0677 -3.8839 -0.5002
C 9.3306 0.4529 -5.0986 -0.7444
C 7.8900 -0.0227 -4.8930 -0.3286
C 7.0936 -0.1783 -6.1815 -1.0922
C 5.6744 -0.7607 -5.9772 -0.8709
C 4.7953 0.1837 -5.2100 0.9099
C 4.4691 0.0592 -3.8372 0.5997
C 5.0745 -1.1119 -3.0929 -0.8973
C 4.2114 -2.4120 -3.0519 -1.0419
C 4.7231 -3.5647 -3.9502 0.7937
C 3.8946 -3.5475 -5.2622 -1.5582
C 4.4442 -4.9169 -3.2374 -1.5119
C 3.6348 1.0126 -3.2360 -0.6501
C 3.2201 1.0054 -1.7556 0.6334
F 3.9841 0.2237 -0.9801 -0.2936
F 3.3963 2.2711 -1.2964 -0.2923
C 1.7133 0.6883 -1.3991 0.6571
F 0.9487 1.7400 -1.7363 -0.1528
F 1.6744 0.5758 -0.0568 -0.3097
C 1.1291 -0.6248 -1.9490 1.0035
F 1.9146 -1.6036 -1.4499 -0.3079
F 1.2084 -0.6740 -3.2939 -0.3629
C -0.3248 -1.0218 -1.5158 -0.0368
F -0.5481 -2.1712 -2.1890 -0.3237
F -0.3666 -1.3184 -0.2154 -0.2572
C -1.4838 -0.0444 -1.9141 0.6575
F -2.5248 -0.8085 -2.3018 -0.3385
F -1.1380 0.6956 -2.9874 -0.1429
C -2.0384 0.8348 -0.7478 0.7587
F -2.8440 0.0555 -0.0125 -0.2302
F -1.0417 1.2596 0.0479 -0.2720
C -2.8263 2.0989 -1.1956 0.3506
F -3.2115 2.6974 -0.0504 -0.2003
F -2.0144 2.9567 -1.8440 -0.1926
C -4.1181 1.8900 -2.0313 0.5600
F -3.8301 1.4840 -3.2687 -0.2185
F -4.9403 1.0252 -1.4509 -0.1943
F -4.7306 3.0752 -2.1126 -0.2540
C 3.1558 2.1117 -4.0061 0.0680
N 2.4151 3.1367 -3.5138 -0.4606
C 1.4286 3.7113 -4.0857 0.5573
C 0.3022 2.9532 -4.7250 -0.7006
C 1.3694 5.2130 -4.1145 -1.3135
C 3.5263 2.1792 -5.3345 0.3265
N 4.2978 1.2307 -5.8943 0.2977
N 4.6228 1.3703 -7.2557 -0.9645
H 13.2505 -2.1717 -0.1621 0.2496
H 14.6504 -2.5604 -1.2843 0.2533
H 12.9888 -1.9222 -3.1271 0.3293
H 11.3001 1.9409 -4.2164 0.4206
H 10.8887 1.6400 -2.5402 0.3473
H 9.5191 -0.0820 -3.0440 0.3663
H 10.7168 -0.8825 -4.0320 0.3216
H 9.7602 0.0478 -6.0137 0.3520
H 9.3220 1.5455 -5.1117 0.4662
H 7.3897 0.6185 -4.1600 0.2637
H 7.9390 -1.0122 -4.4211 0.2098
H 7.6359 -0.8507 -6.8495 0.6252
H 7.0295 0.7730 -6.7148 0.2227
H 5.7744 -1.7125 -5.4719 -0.1657
H 5.2569 -0.9256 -6.9672 0.6026
H 5.9770 -1.3825 -3.6337 -0.3798
H 5.4240 -0.8380 -2.1080 0.9104
H 3.1825 -2.2141 -3.3358 0.2061
H 4.2702 -2.7523 -2.0195 0.5060
H 5.7856 -3.4783 -4.1801 0.3782
H 4.4674 -3.9122 -6.1158 0.3177
H 2.9659 -4.0994 -5.1432 0.5832
H 3.6348 -2.5131 -5.5113 0.2029
H 3.9104 -5.5871 -3.9119 0.3732
H 5.3644 -5.4354 -2.9734 0.3304
H 3.7969 -4.7786 -2.3738 0.3877
H -0.4612 2.8019 -3.9593 -0.1449
H 0.6446 1.9565 -5.0163 0.2366
H -0.1039 3.4396 -5.6074 0.6156
H 0.8774 5.6342 -3.2373 0.2877
H 2.3693 5.6156 -4.2515 0.3725
H 0.7702 5.5032 -4.9784 0.4074
H 3.2293 2.9945 -5.9757 0.6767
H 5.2032 2.1876 -7.3932 0.2675
H 3.7743 1.4184 -7.8049 0.2590
C -5.4587 0.6703 1.8437 -0.4719
C -5.2851 2.0419 2.0046 -0.5446
C -4.8952 2.5516 3.2312 -0.9185
C -4.6840 1.6942 4.3044 0.3418
C -4.8769 0.3214 4.1472 0.6383
C -5.2561 -0.1873 2.9114 -1.0007
C -4.7028 -0.6163 5.2942 0.4751
O -4.8627 -1.8091 5.1521 -0.6693
C -4.3408 -0.0380 6.6184 0.5217
C -4.2367 -0.8788 7.7184 -0.6629
C -3.8988 -0.3593 8.9572 -0.5715
C -3.6509 1.0015 9.1004 -0.5560
C -3.7532 1.8458 8.0071 -0.6211
C -4.1065 1.3319 6.7659 0.1248
C -4.2504 2.2643 5.6126 0.6105
O -4.0365 3.4518 5.7336 -0.6701
H -5.7574 0.2694 0.8846 0.5401
H -5.4565 2.7142 1.1750 0.5590
H -4.7553 3.6154 3.3678 0.4853
H -5.3948 -1.2537 2.7976 0.5479
H -4.4264 -1.9365 7.5977 0.5049
H -3.8257 -1.0156 9.8141 0.4272
H -3.3808 1.4035 10.0678 0.4248
H -3.5674 2.9061 8.1095 0.4935
C -7.5963 0.9584 6.6222 -0.5639
C -8.2414 1.1486 5.4043 -0.3714
C -9.4347 0.4970 5.1433 -0.9018
C -9.9808 -0.3561 6.0946 0.3028
C -9.3204 -0.5624 7.3074 0.2213
C -8.1315 0.1055 7.5712 -0.8602
C -9.8615 -1.5068 8.3268 0.5741
O -9.2892 -1.6812 9.3814 -0.6608
C -11.1220 -2.2337 8.0046 0.1909
C -11.6195 -3.1581 8.9144 -0.5690
C -12.7957 -3.8343 8.6391 -0.4770
C -13.4848 -3.5848 7.4571 -0.4684
C -12.9913 -2.6683 6.5444 -0.5808
C -11.8052 -1.9955 6.8101 0.1697
C -11.2751 -1.0360 5.8000 0.6234
O -11.8736 -0.8173 4.7683 -0.6607
H -6.6711 1.4759 6.8283 0.7456
H -7.8105 1.8067 4.6595 0.4892
H -9.9487 0.6408 4.2029 0.4799
H -7.6309 -0.0522 8.5169 0.5335
H -11.0791 -3.3428 9.8324 0.4708
H -13.1795 -4.5570 9.3469 0.4014
H -14.4072 -4.1100 7.2474 0.3978
H -13.5179 -2.4705 5.6211 0.4725
```

HOMO-LUMO gap = 6.4635 eV
Total charge = +1
HOMO level = -10.559 eV